Entry 1:
Computed, not measured: a molecular structure, C30H44BeBrN3P2, with ωB97M-V with the def2-TZVPD basis set.

- Total charge: +2
- Orbital gap (spin up / spin down): 3.441 / 3.443 eV
- Calculated total energy: -4604.48238 hartree
- Lowest unoccupied orbital energy (spin up / spin down): -0.3243 / -0.3242 hartree

Last column: Mulliken charge in e.
Cartesian coordinates (Å):
C -1.301 4.752 -2.654  -0.39
C -1.553 3.541 -3.357  1.91
C -1.693 3.713 -4.765  -0.20
C -1.406 4.960 -5.367  -0.50
N -1.059 6.017 -4.644  -0.48
C -0.990 5.945 -3.327  -0.43
C -1.693 2.253 -2.619  -1.65
C -1.617 1.679 -1.422  -0.11
C -1.347 1.260 -0.067  1.19
C -0.012 1.002 0.375  -0.71
C 0.266 0.018 1.329  1.19
C -0.744 -0.543 2.141  -0.53
C -2.058 -0.101 1.870  0.15
C -2.328 0.877 0.901  -0.88
Be -1.999 0.640 -2.573  -0.78
P 3.207 -1.239 1.505  0.93
H -2.110 2.939 -5.412  0.37
H -1.413 4.804 -1.576  0.43
H -1.469 5.107 -6.455  0.38
H -0.688 6.854 -2.800  0.38
H -3.318 1.344 0.871  0.51
H 0.801 1.553 -0.108  0.46
H -2.859 -0.498 2.493  0.55
H 1.315 -0.299 1.492  -0.94
C 3.106 -2.499 2.812  0.02
C 3.477 -3.900 2.369  -1.26
H 2.067 -2.470 3.171  -0.39
H 3.738 -2.156 3.642  0.49
H 3.386 -4.592 3.212  0.41
H 2.816 -4.262 1.575  0.28
H 4.509 -3.958 2.011  0.28
C 3.508 -2.073 -0.108  -0.44
C 3.635 -1.061 -1.253  -1.26
H 2.661 -2.757 -0.288  0.10
H 4.416 -2.693 -0.026  0.51
H 3.826 -1.594 -2.196  0.40
H 2.705 -0.482 -1.372  0.14
H 4.465 -0.358 -1.083  0.31
C 4.833 -0.445 1.843  -0.80
C 6.032 -1.383 1.688  -1.06
H 4.767 -0.068 2.878  0.51
H 4.916 0.424 1.169  0.48
H 6.951 -0.830 1.927  0.42
H 5.979 -2.241 2.374  0.23
H 6.138 -1.762 0.662  0.26
Br -0.323 -1.649 3.537  0.00
P -2.548 -1.312 -2.706  0.82
C -0.893 -1.894 -2.131  0.47
C -0.809 -3.354 -1.666  -1.45
H -0.618 -1.183 -1.332  -0.43
H -0.202 -1.734 -2.978  0.46
H 0.239 -3.617 -1.479  0.35
H -1.354 -3.540 -0.734  0.33
H -1.174 -4.050 -2.429  0.40
C -3.748 -1.599 -1.326  0.28
C -4.233 -3.050 -1.153  -1.28
H -4.604 -0.945 -1.544  0.55
H -3.267 -1.204 -0.420  -0.40
H -4.622 -3.209 -0.137  0.38
H -5.064 -3.275 -1.834  0.38
H -3.447 -3.800 -1.324  0.29
C -2.692 -0.147 -4.304  -0.27
C -3.257 -0.666 -5.631  -1.23
H -1.636 0.081 -4.555  0.33
H -3.236 0.769 -3.920  0.20
H -3.276 0.182 -6.335  0.38
H -2.609 -1.414 -6.086  0.39
H -4.257 -1.101 -5.545  0.37
N -2.045 0.535 4.801  -0.21
C -0.962 1.348 4.908  0.80
C -0.989 2.439 5.796  -0.90
C 0.099 3.299 5.812  -0.34
C 1.136 3.094 4.898  -0.85
C 1.079 1.979 4.054  -0.17
N 0.095 1.106 4.130  0.12
H -1.912 -0.387 4.361  0.03
H -2.851 0.693 5.380  0.19
H -1.856 2.525 6.428  0.36
H 0.124 4.124 6.503  0.43
H 1.996 3.750 4.826  0.41
H 1.852 1.790 3.298  0.32

=====

Entry 2:
Computed, not measured: a molecular structure, C23H21BeF10N5O2, with ωB97M-V with the def2-TZVPD basis set.

- Orbital gap: 7.749 eV
- Calculated total energy: -2326.58830 hartree
- Lowest unoccupied orbital energy: 0.0056 hartree

Last column: Mulliken charge in e.
Cartesian coordinates (Å):
Be 0.861 -0.917 -0.417  -1.06
C 0.784 -3.104 1.266  -1.21
N 1.282 -1.729 1.225  1.15
C 2.744 -1.723 1.210  -1.34
C 3.291 -0.595 0.338  -0.74
N 2.372 -0.339 -0.752  0.91
C 2.813 0.435 -1.765  -0.05
C 1.982 0.634 -2.891  0.37
F 0.749 0.095 -2.882  -0.28
C 2.357 1.346 -4.013  -0.04
F 1.515 1.446 -5.048  -0.30
C 3.604 1.962 -4.078  0.69
F 3.971 2.680 -5.151  -0.31
C 4.440 1.837 -2.979  -0.01
F 5.643 2.430 -2.981  -0.30
C 4.055 1.110 -1.860  0.39
F 4.950 1.113 -0.837  -0.34
C 0.702 -1.012 2.365  -1.54
C 0.992 0.483 2.467  -0.84
N 0.483 1.212 1.313  0.43
C 0.358 2.584 1.224  -0.17
C -0.284 3.173 0.118  0.43
F -0.827 2.432 -0.851  -0.26
C -0.391 4.548 -0.030  0.03
F -1.010 5.036 -1.101  -0.29
C 0.155 5.404 0.918  0.62
F 0.078 6.726 0.772  -0.29
C 0.806 4.849 2.013  0.15
F 1.362 5.645 2.925  -0.29
C 0.902 3.471 2.164  0.01
F 1.557 3.004 3.245  -0.33
H 1.070 -3.606 2.196  0.37
H 1.180 -3.650 0.416  0.40
H -0.299 -3.101 1.178  0.23
H 3.064 -2.662 0.761  0.53
H 3.153 -1.671 2.227  0.17
H 4.265 -0.911 -0.049  0.71
H 3.464 0.316 0.925  0.39
H 1.039 -1.460 3.314  0.58
H -0.381 -1.145 2.305  0.22
H 2.065 0.665 2.561  0.34
H 0.494 0.839 3.376  0.76
O 0.023 0.491 0.301  0.54
O -1.369 0.097 0.466  -0.50
N -0.519 -1.565 -0.923  -0.53
C -1.500 -1.060 -0.384  0.20
N -2.834 -1.403 -0.386  0.57
C -3.307 -2.144 -1.542  -0.71
C -4.833 -2.132 -1.519  -0.75
C -5.319 -2.844 -0.259  -0.70
C -4.795 -2.093 0.962  -0.92
C -3.279 -1.943 0.892  -0.34
H -2.945 -3.181 -1.536  0.29
H -2.907 -1.654 -2.430  0.42
H -5.232 -2.619 -2.410  0.39
H -5.179 -1.097 -1.499  0.28
H -4.943 -3.871 -0.258  0.33
H -6.409 -2.892 -0.234  0.34
H -5.046 -2.632 1.879  0.35
H -5.258 -1.107 1.007  0.40
H -2.821 -2.935 1.048  0.19
H -2.933 -1.271 1.682  0.25

=====

Entry 3:
Computed, not measured: 2 unconnected molecules or ions with the total composition CH10N5, with ωB97M-V with the def2-TZVPD basis set.

- Total charge: +1
- Orbital gap: 9.940 eV
- Calculated total energy: -317.53518 hartree
- Lowest unoccupied orbital energy: -0.1266 hartree

Last column: Mulliken charge in e.
Cartesian coordinates (Å):
C 0.001 0.070 0.793  0.27
N -2.266 -0.060 0.524  -0.72
N 2.363 0.271 1.127  -0.73
N -1.172 0.582 0.924  0.20
N 1.019 0.642 1.334  -0.01
N -0.078 -0.537 -2.285  -0.65
H 0.092 -0.926 0.207  0.34
H -2.033 -0.913 0.055  0.27
H -2.982 0.529 0.009  0.27
H 2.704 0.661 0.112  0.30
H 2.481 -0.711 1.209  0.28
H -1.406 1.309 1.521  0.26
H 0.937 1.255 2.070  0.21
H 0.723 -0.887 -1.880  0.24
H 0.195 0.064 -2.979  0.22
H -0.577 -1.349 -2.744  0.26

=====

Entry 4:
Computed, not measured: 2 unconnected molecules or ions with the total composition C6H13N2S, with ωB97M-V with the def2-TZVPD basis set.

- Total charge: +1
- Orbital gap: 8.116 eV
- Calculated total energy: -743.89406 hartree
- Lowest unoccupied orbital energy: -0.1120 hartree

Last column: Mulliken charge in e.
Cartesian coordinates (Å):
S 0.406 -1.263 0.335  -0.09
C 1.151 -2.557 1.341  -0.79
C -1.315 -1.552 0.779  -0.79
H 2.243 -2.524 1.186  0.29
H 0.784 -3.555 1.050  0.29
H 0.943 -2.404 2.413  0.27
H -1.639 -2.568 0.497  0.29
H -1.481 -1.417 1.861  0.27
H -1.936 -0.821 0.234  0.29
C 1.682 3.345 3.210  -0.44
C 2.210 4.614 3.155  0.54
C 2.267 3.722 1.100  -0.17
N 1.732 2.830 1.938  0.02
N 2.557 4.803 1.832  -0.04
C 2.414 5.645 4.207  -1.13
H 1.280 2.783 4.053  0.38
H 2.433 3.593 0.030  0.39
H 1.407 1.888 1.654  0.17
H 2.986 5.663 1.447  0.27
H 2.058 5.256 5.176  0.31
H 1.853 6.564 3.969  0.33
H 3.483 5.900 4.302  0.34

=====

Entry 5:
Computed, not measured: 2 unconnected molecules or ions with the total composition C2H5OS, with ωB97M-V with the def2-TZVPD basis set.

- Total charge: -1
- Orbital gap: 7.306 eV
- Calculated total energy: -552.65134 hartree
- Lowest unoccupied orbital energy: 0.1551 hartree

Last column: Mulliken charge in e.
Cartesian coordinates (Å):
S -1.291 2.353 0.251  -0.84
H -2.557 2.138 -0.180  -0.02
C 0.314 -1.046 -0.770  -0.68
C 0.917 -0.820 0.401  0.08
O 0.834 0.294 1.142  -0.37
H 0.457 -1.976 -1.302  0.24
H -0.348 -0.294 -1.180  0.21
H 1.557 -1.567 0.864  0.30
H 0.118 0.916 0.774  0.08

=====

Entry 6:
Computed, not measured: a molecular structure, C28H34AsF3N2O2PtSb, with ωB97M-V with the def2-TZVPD basis set.

- Total charge: +1
- Orbital gap: 7.925 eV
- Calculated total energy: -4241.97328 hartree
- Lowest unoccupied orbital energy: -0.1142 hartree

Last column: Mulliken charge in e.
Cartesian coordinates (Å):
Pt 1.073 0.442 0.707  0.68
C 2.642 1.975 4.406  -1.50
C 2.004 1.685 3.087  0.48
N 2.338 0.710 2.294  -0.05
O 3.248 -0.256 2.675  -0.27
C 0.936 2.553 2.619  0.62
C 0.595 3.857 3.256  -1.58
N 0.306 2.113 1.545  0.40
O -0.586 2.775 0.951  -0.65
H 3.453 1.307 4.686  0.47
H 1.889 1.953 5.193  0.37
H 3.054 2.985 4.381  0.31
H 3.435 -0.137 3.617  0.29
H 1.420 4.568 3.187  0.36
H 0.344 3.734 4.311  0.37
H -0.265 4.280 2.744  0.36
C 1.348 -1.135 -3.235  -1.44
C 1.897 -2.050 -2.146  -0.70
As 2.467 -1.075 -0.571  0.51
C 3.532 -2.364 0.439  -0.58
C 3.966 -3.608 -0.326  -1.27
C 3.776 0.163 -1.318  -0.78
C 4.897 -0.492 -2.116  -1.17
H 0.941 -1.718 -4.061  0.43
H 2.135 -0.500 -3.643  0.37
H 0.554 -0.473 -2.878  0.26
H 2.777 -2.584 -2.504  0.54
H 1.184 -2.807 -1.824  0.65
H 2.939 -2.628 1.313  0.47
H 4.389 -1.799 0.809  0.48
H 3.113 -4.204 -0.650  0.32
H 4.575 -4.240 0.321  0.40
H 4.564 -3.372 -1.206  0.29
H 4.170 0.724 -0.468  0.47
H 3.212 0.875 -1.923  0.51
H 5.447 -1.220 -1.519  0.25
H 5.612 0.260 -2.450  0.42
H 4.521 -1.000 -3.005  0.27
F -3.495 3.763 -4.811  -0.32
C -3.003 2.982 -3.840  0.32
C -1.897 3.418 -3.136  -0.63
C -1.392 2.609 -2.130  -0.63
C -1.997 1.386 -1.851  0.19
C -3.109 0.969 -2.580  -0.50
C -3.623 1.774 -3.585  -0.68
Sb -1.283 0.162 -0.309  0.83
C -2.118 -1.725 -0.819  -0.15
C -3.365 -2.047 -0.276  -0.16
C -3.998 -3.238 -0.597  -0.86
C -3.374 -4.101 -1.476  0.23
F -3.975 -5.254 -1.789  -0.32
C -2.155 -3.807 -2.055  -0.67
C -1.540 -2.610 -1.723  -0.32
C -2.484 0.529 1.390  -0.03
C -2.374 -0.323 2.485  -0.26
C -3.068 -0.062 3.657  -0.64
C -3.865 1.067 3.705  0.31
F -4.536 1.331 4.836  -0.34
C -3.997 1.931 2.636  -0.73
C -3.291 1.658 1.474  -0.37
H -1.452 4.374 -3.375  0.45
H -0.543 2.943 -1.550  0.42
H -3.580 0.014 -2.378  0.42
H -4.486 1.480 -4.167  0.46
H -3.858 -1.372 0.410  0.44
H -4.960 -3.499 -0.179  0.48
H -1.713 -4.501 -2.757  0.49
H -0.610 -2.362 -2.214  0.32
H -1.749 -1.209 2.435  0.47
H -3.007 -0.714 4.517  0.47
H -4.637 2.799 2.723  0.46
H -3.369 2.339 0.635  0.49

=====

- What is the formula in the third record?
  CH10N5

=====

- The lowest calculated total energy belongs to which entry?
  C30H44BeBrN3P2

=====

Copy entry 3 word for word.
Computed, not measured: 2 unconnected molecules or ions with the total composition CH10N5, with ωB97M-V with the def2-TZVPD basis set.

- Total charge: +1
- Orbital gap: 9.940 eV
- Calculated total energy: -317.53518 hartree
- Lowest unoccupied orbital energy: -0.1266 hartree

Last column: Mulliken charge in e.
Cartesian coordinates (Å):
C 0.001 0.070 0.793  0.27
N -2.266 -0.060 0.524  -0.72
N 2.363 0.271 1.127  -0.73
N -1.172 0.582 0.924  0.20
N 1.019 0.642 1.334  -0.01
N -0.078 -0.537 -2.285  -0.65
H 0.092 -0.926 0.207  0.34
H -2.033 -0.913 0.055  0.27
H -2.982 0.529 0.009  0.27
H 2.704 0.661 0.112  0.30
H 2.481 -0.711 1.209  0.28
H -1.406 1.309 1.521  0.26
H 0.937 1.255 2.070  0.21
H 0.723 -0.887 -1.880  0.24
H 0.195 0.064 -2.979  0.22
H -0.577 -1.349 -2.744  0.26